The following is a DFT calculation (the ωB97M-V functional and the def2-TZVPD basis) of a structure of composition C39H39N5O3PSW.

Atoms and positions in Å:
W 0.302 0.006 -0.230
C 2.864 1.295 -3.814
C 2.399 1.050 -2.519
N 1.245 0.472 -2.269
C 0.430 0.153 -3.313
C 0.812 0.371 -4.651
C 2.081 0.941 -4.878
C -0.097 0.058 -5.689
C -1.338 -0.402 -5.363
C -1.735 -0.594 -4.024
C -0.866 -0.344 -2.983
N -1.101 -0.454 -1.631
C -2.281 -0.981 -1.084
C -2.966 -2.053 -1.619
C -4.101 -2.551 -0.993
C -4.545 -1.926 0.141
C -3.878 -0.828 0.719
C -4.629 -0.215 1.812
C -4.441 0.985 2.342
C -3.366 1.903 1.882
N -1.723 0.574 0.552
C -2.661 -0.389 0.144
H 3.827 1.765 -3.952
H 2.991 1.342 -1.665
H 2.409 1.118 -5.894
H 0.194 0.211 -6.719
H -2.053 -0.618 -6.146
H -2.747 -0.910 -3.825
H -2.590 -2.529 -2.514
H -4.625 -3.405 -1.399
H -5.454 -2.269 0.619
H -5.454 -0.811 2.185
H -5.076 1.336 3.144
H -3.228 2.675 2.637
S 1.189 4.552 -0.550
C -0.153 4.217 -1.562
C -0.530 2.909 -1.507
C 0.271 2.130 -0.621
C 1.245 2.901 -0.052
C 2.081 2.353 0.991
C 3.014 3.069 1.736
C 3.660 2.449 2.787
C 3.363 1.122 3.075
C 2.449 0.461 2.282
N 1.820 1.045 1.249
H -0.584 5.010 -2.153
H -1.357 2.510 -2.081
H 3.204 4.106 1.495
H 4.380 2.994 3.383
H 3.833 0.604 3.898
H 2.188 -0.570 2.474
C -0.996 2.326 2.010
N -1.962 1.207 1.816
C -3.693 2.561 0.547
C -1.738 0.263 2.961
C -0.842 -0.939 2.727
C -0.917 -1.788 3.835
C -0.244 -2.989 3.889
C 0.497 -3.364 2.785
C 0.577 -2.516 1.692
C -0.048 -1.252 1.605
H -1.234 2.800 2.958
H -1.082 3.038 1.200
H -0.001 1.912 2.061
H -4.546 3.219 0.708
H -3.973 1.818 -0.196
H -2.868 3.153 0.155
H -2.708 -0.107 3.269
H -1.343 0.857 3.785
H -1.541 -1.500 4.676
H -0.325 -3.626 4.759
H 1.004 -4.321 2.761
H 1.143 -2.881 0.860
C 4.004 -3.752 0.416
O 2.951 -3.026 -0.226
P 2.810 -1.471 -0.538
O 1.073 -1.876 -1.103
C 0.314 -3.043 -1.419
O 4.093 -1.090 0.456
C 4.797 0.118 0.171
H 4.083 -4.703 -0.106
H 3.722 -3.925 1.455
H 4.944 -3.212 0.380
H -0.054 -2.962 -2.443
H -0.526 -3.156 -0.735
H 0.967 -3.912 -1.341
H 5.234 0.087 -0.829
H 5.600 0.213 0.898
H 4.159 0.997 0.251

## Properties
Largest force on an atom   0.7 eV/A
Net charge   +1
E_tot   -2815.41363 hartree
ΔE to the lowest compared entry with this formula, charge and spin   100.2 kcal per mole
Expectation value of S²   2.035
2S+1   3

Atom charges from the Löwdin analysis, given in e for atoms 1 to 5: 1.6720 -0.0188 -0.1327 -0.0317 -0.1429

The following is a DFT calculation (the ωB97M-V functional and the def2-TZVPD basis) of an isolated molecule of C16H15N3O4S at a distorted geometry.

Atoms and positions in Å:
C -6.330 -0.986 -0.424
C -5.045 -0.315 -0.102
C -4.862 0.902 0.589
C -3.499 1.095 0.632
N -2.777 2.135 1.174
N -2.934 0.029 -0.016
C -1.599 -0.257 -0.269
C -1.231 -1.587 -0.498
C 0.082 -1.919 -0.742
C 1.080 -0.939 -0.757
O 2.351 -1.321 -1.043
C 3.385 -0.918 -0.220
C 3.210 -0.737 1.144
C 4.298 -0.410 1.932
C 5.554 -0.272 1.368
C 5.724 -0.469 0.008
C 4.644 -0.796 -0.790
C 0.695 0.385 -0.579
S 1.825 1.758 -0.703
O 1.079 2.903 -1.135
O 2.619 1.880 0.473
O 2.774 1.340 -1.932
C -0.621 0.732 -0.351
N -3.888 -0.833 -0.446
H -6.948 -0.338 -1.044
H -6.881 -1.206 0.489
H -6.133 -1.911 -0.957
H -5.619 1.540 0.995
H -3.330 2.723 1.779
H -1.882 1.889 1.573
H -2.004 -2.338 -0.486
H 0.370 -2.943 -0.921
H 2.228 -0.846 1.581
H 4.159 -0.261 2.991
H 6.398 -0.011 1.987
H 6.702 -0.363 -0.437
H 4.754 -0.949 -1.852
H 2.510 1.831 -2.712
H -0.857 1.781 -0.300

## Properties
SMILES   Cc1cc(N)n(-c2ccc(Oc3ccccc3)c(S(=O)(=O)O)c2)n1
Largest force on an atom   1.1 eV/A
E_tot   -1482.10208 hartree
ΔE to the lowest compared entry with this formula, charge and spin   41.0 kcal per mole

Atom charges from the natural (NBO) analysis, given in e for atoms 1 to 5: -0.6382 0.1837 -0.4061 0.3567 -0.8100

The following is a DFT calculation (the ωB97M-V functional and the def2-TZVPD basis) of an isolated molecule of C11H15N5O2S at a distorted geometry.

Atoms and positions in Å:
C 0.704 3.398 0.970
C 1.360 3.082 -0.368
C 1.317 1.593 -0.717
S 2.290 0.637 0.504
C 2.192 -0.911 -0.275
N 1.547 -1.185 -1.378
N 1.720 -2.491 -1.626
C 2.456 -2.990 -0.682
N 2.798 -2.029 0.223
C 3.578 -2.137 1.421
C -0.130 1.122 -0.860
O -0.763 1.403 -1.847
N -0.628 0.454 0.214
C -1.866 -0.142 0.289
C -2.908 -0.169 -0.674
C -3.882 -0.903 -0.062
C -5.234 -1.324 -0.501
O -3.461 -1.277 1.159
N -2.207 -0.802 1.372
H -0.350 3.127 0.959
H 0.780 4.462 1.178
H 1.197 2.857 1.776
H 2.402 3.411 -0.353
H 0.845 3.617 -1.169
H 1.798 1.424 -1.684
H 2.763 -4.012 -0.610
H 2.932 -2.082 2.301
H 4.298 -1.319 1.466
H 4.105 -3.089 1.419
H -0.034 0.299 1.020
H -2.898 0.280 -1.642
H -5.980 -1.006 0.225
H -5.281 -2.410 -0.578
H -5.457 -0.886 -1.469

## Properties
SMILES   CC[C@@H](Sc1nncn1C)C(=O)Nc1cc(C)on1
Largest force on an atom   1.3 eV/A
E_tot   -1250.58522 hartree
ΔE to the lowest compared entry with this formula, charge and spin   0.0 kcal per mole

Atom charges from the natural (NBO) analysis, given in e for atoms 1 to 5: -0.6179 -0.4027 -0.4008 0.2351 0.1589

The following is a DFT calculation (the ωB97M-V functional and the def2-TZVPD basis) of an isolated molecule of C5H5NO at a distorted geometry.

Atoms and positions in Å:
N 1.648 -0.806 -2.012
C 0.707 -0.252 -1.601
C -0.293 0.514 -0.937
C 0.997 0.340 0.372
C -0.437 0.366 0.561
C -1.217 -0.842 0.976
O -2.344 -0.758 1.391
H -0.783 1.376 -1.436
H 1.544 -0.605 0.493
H 1.644 1.198 0.345
H -0.750 1.290 1.037
H -0.715 -1.821 0.813

## Properties
SMILES   N#C[C@@H]1C[C@@H]1C=O
Largest force on an atom   1.7 eV/A
E_tot   -323.37143 hartree
ΔE to the lowest compared entry with this formula, charge and spin   93.0 kcal per mole

Atom charges from the natural (NBO) analysis, given in e for atoms 1 to 5: -0.3738 0.2097 -0.3349 -0.2065 -0.3846

The following is a DFT calculation (the ωB97M-V functional and the def2-TZVPD basis) of an isolated molecule of C7H14N2 at a distorted geometry.

Atoms and positions in Å:
C -1.955 1.935 -0.460
C -0.788 1.584 0.053
C 0.304 2.549 0.392
C -0.480 0.001 0.378
C -0.918 -0.468 1.540
N 0.316 -0.526 -0.578
N 0.233 -0.125 -1.915
C 0.538 -2.098 -0.415
C 1.730 -2.406 0.472
H -2.741 1.217 -0.641
H -2.213 2.970 -0.647
H 0.472 2.550 1.470
H 1.242 2.259 -0.082
H 0.053 3.564 0.080
H -0.809 -1.493 1.846
H -1.476 0.180 2.195
H -0.726 0.048 -2.216
H 0.779 0.719 -2.054
H -0.374 -2.582 -0.055
H 0.715 -2.420 -1.441
H 1.928 -3.478 0.486
H 1.550 -2.077 1.493
H 2.621 -1.904 0.099

## Properties
SMILES   C=C(C)C(=C)N(N)CC
Largest force on an atom   4.8 eV/A
E_tot   -384.53472 hartree
ΔE to the lowest compared entry with this formula, charge and spin   61.0 kcal per mole

Atom charges from the natural (NBO) analysis, given in e for atoms 1 to 5: -0.4298 0.0240 -0.6527 0.1797 -0.5518

The following is a DFT calculation (the ωB97M-V functional and the def2-TZVPD basis) of a structure of composition C30H28Cl48N2S at a distorted geometry.

Atoms and positions in Å:
C -2.382 4.086 1.720
C -3.376 3.895 0.568
C -3.350 5.027 -0.455
C -2.043 5.141 -1.247
C -2.053 4.254 -2.506
C -0.686 3.784 -2.986
C 0.096 2.825 -2.038
C -0.733 2.203 -0.917
C -0.148 0.849 -0.435
C 0.559 0.954 0.909
C 0.949 -0.395 1.530
C -0.077 -0.920 2.552
C -1.388 -1.238 1.850
C -2.589 -0.577 2.245
C -3.758 -0.827 1.595
C -3.771 -1.757 0.528
N -4.815 -2.111 -0.229
S -4.304 -3.169 -1.293
N -2.736 -3.269 -0.909
C -2.592 -2.449 0.129
C -1.392 -2.153 0.840
H -2.103 3.109 2.115
H -1.469 4.591 1.410
H -2.819 4.649 2.541
H -4.363 3.845 1.027
H -3.227 2.930 0.088
H -3.468 5.967 0.089
H -4.206 4.936 -1.123
H -2.003 6.176 -1.586
H -1.175 4.970 -0.615
H -2.459 4.867 -3.312
H -2.764 3.438 -2.391
H -0.842 3.250 -3.920
H -0.057 4.652 -3.171
H 0.474 2.013 -2.657
H 0.983 3.331 -1.667
H -1.753 2.002 -1.224
H -0.731 2.829 -0.028
H 0.546 0.439 -1.170
H -0.963 0.130 -0.383
H 1.482 1.502 0.735
H -0.023 1.519 1.641
H 1.868 -0.238 2.099
H 1.163 -1.157 0.785
H 0.310 -1.865 2.930
H -0.217 -0.175 3.329
H -2.551 0.125 3.062
H -4.687 -0.347 1.865
H -0.498 -2.679 0.539
C 0.841 6.890 1.415
Cl -0.242 7.840 0.403
Cl 2.399 7.718 1.576
Cl 0.119 6.674 3.012
Cl 1.095 5.302 0.681
C -4.011 -6.182 1.712
Cl -5.766 -5.982 1.733
Cl -3.485 -7.061 3.153
Cl -3.543 -7.087 0.267
Cl -3.261 -4.585 1.657
C 4.570 2.003 -0.879
Cl 4.176 0.663 0.215
Cl 6.145 2.658 -0.438
Cl 4.616 1.436 -2.548
Cl 3.327 3.254 -0.730
C 5.136 -3.193 -2.597
Cl 5.902 -2.479 -4.021
Cl 3.696 -4.086 -3.095
Cl 6.279 -4.280 -1.796
Cl 4.664 -1.911 -1.477
C 4.576 -7.964 -1.298
Cl 5.346 -7.220 -2.703
Cl 3.172 -8.897 -1.818
Cl 5.729 -9.039 -0.497
Cl 4.061 -6.709 -0.166
C -1.392 3.217 6.104
Cl -0.672 4.216 4.840
Cl -2.748 2.308 5.430
Cl -0.172 2.097 6.726
Cl -1.970 4.244 7.416
C -3.736 -1.504 7.246
Cl -3.504 -2.801 8.422
Cl -5.280 -0.699 7.551
Cl -2.427 -0.329 7.386
Cl -3.738 -2.179 5.614
C 1.551 10.527 -2.412
Cl 2.370 10.050 -3.903
Cl 1.942 12.207 -2.036
Cl -0.198 10.362 -2.624
Cl 2.075 9.486 -1.088
C 4.863 -4.917 -7.525
Cl 5.076 -6.010 -6.155
Cl 3.369 -4.000 -7.314
Cl 6.232 -3.802 -7.608
Cl 4.777 -5.854 -9.019
C 10.164 1.694 -0.217
Cl 8.747 0.679 0.055
Cl 11.560 1.004 0.614
Cl 10.495 1.790 -1.949
Cl 9.847 3.317 0.411
C 1.418 -12.694 -1.965
Cl 0.988 -13.952 -0.803
Cl 3.003 -12.031 -1.565
Cl 1.459 -13.383 -3.591
Cl 0.214 -11.400 -1.905
C -8.756 -3.663 -0.049
Cl -7.789 -3.867 -1.523
Cl -10.011 -2.458 -0.355
Cl -9.511 -5.203 0.380
Cl -7.729 -3.135 1.279

## Properties
Largest force on an atom   1.6 eV/A
E_tot   -23756.67887 hartree
ΔE to the lowest compared entry with this formula, charge and spin   0.0 kcal per mole

Atom charges from the Löwdin analysis, given in e for atoms 1 to 5: -0.1334 -0.2474 -0.2071 -0.2243 -0.2166